Molecular formula: HO2PS
Method: DFT, ωB97M-V/def2-TZVPD

Calculated values
- ΔE to the lowest compared entry with this formula, charge and spin (kcal/mol) = 11.6
- calculated total energy (a.u.) = -890.50792
- HOMO-LUMO gap (alpha / beta) (eV) = 7.313 / 8.250
- lowest unoccupied orbital energy (alpha / beta) (eV) = -0.266 / -2.579
- maximum force (eV Å⁻¹) = 3.38

ORCA input file:
```
! wB97M-V def2-TZVPD RIJCOSX def2/J DEFGRID3
* xyz 0 3
S 1.54489 -0.03442 -0.03989
P -0.51131 0.51799 -0.03774
O 1.40722 -1.49856 -0.10018
O -1.28822 1.75836 -0.09060
H -1.15258 -0.74337 0.26841
*
```